# 1
DFT (the ωB97M-V functional and the def2-TZVPD basis) results for an isolated molecule of C3H6ClN3S in a non-equilibrium geometry.

Cartesian coordinates (Å):
C: -0.05 -0.02 0.04
C: -0.70 1.37 0.62
C: 0.18 -1.64 -1.86
H: 2.19 -0.02 2.07
H: 0.67 0.00 2.60
H: -1.25 1.11 1.56
H: 0.15 2.05 0.64
H: -1.38 -0.21 -1.71
H: 1.22 -1.96 -1.60
N: 1.20 0.49 1.88
N: 0.76 -0.63 0.77
N: -0.49 -0.59 -1.25
S: -0.81 -2.19 -3.17
Cl: -1.68 2.24 -0.60

The LUMO energy comes out at -0.0083 hartree. As for the energy relative to the best compared isomer or geometry (same formula, charge and spin): 3.479 eV. Its largest force on an atom is 5.6 eV/Å. The gap between HOMO and LUMO comes out at 0.307 hartree. The charge is 0. Its SMILES is N/N=C(\CCl)NC=S.



# 2
DFT (the ωB97M-V functional and the def2-TZVPD basis) results for an isolated molecule of C15H13N5O2S3 in a non-equilibrium geometry.

Cartesian coordinates (Å):
O: 3.30 -6.50 1.50
C: 2.28 -5.88 1.33
N: 1.91 -4.83 2.13
C: 1.24 -3.82 1.75
N: 1.09 -3.36 0.47
N: 0.41 -2.21 0.31
C: -0.01 -1.74 1.42
S: -0.96 -0.30 1.58
C: -0.67 0.43 -0.06
C: 0.69 1.08 -0.09
O: 1.70 0.54 0.26
N: 0.75 2.38 -0.56
C: -0.22 3.23 -1.00
N: -1.46 2.99 -1.13
C: -2.16 4.07 -1.59
C: -3.53 4.11 -1.83
C: -4.08 5.28 -2.31
C: -3.30 6.41 -2.55
C: -1.93 6.39 -2.32
C: -1.37 5.21 -1.84
S: 0.29 4.88 -1.45
H: -1.32 7.25 -2.50
H: -3.76 7.31 -2.92
H: -5.14 5.33 -2.49
H: -4.13 3.24 -1.64
H: 1.69 2.76 -0.54
H: -0.71 -0.38 -0.78
H: -1.47 1.15 -0.24
S: 0.40 -2.71 2.84
C: 1.84 -3.93 -0.62
C: 1.38 -5.35 -0.97
H: 0.43 -5.31 -1.51
H: 2.13 -5.77 -1.65
C: 1.24 -6.24 0.27
H: 0.24 -6.12 0.70
H: 1.37 -7.29 -0.01
H: 2.90 -3.96 -0.32
H: 1.73 -3.25 -1.47

The LUMO energy comes out at 0.0087 hartree. Its largest force on an atom is 1.2 eV/Å. The gap between HOMO and LUMO comes out at 0.314 hartree. The charge is 0. Its SMILES is O=C1CCCN2N=C(SCC(=O)Nc3nc4ccccc4s3)SC2=N1.



# 3
DFT (the ωB97M-V functional and the def2-TZVPD basis) results for an isolated molecule of C7H14 in a non-equilibrium geometry.

Cartesian coordinates (Å):
C: 0.28 0.85 -0.19
C: 0.63 -0.53 -0.81
C: 0.95 1.13 1.16
C: -0.84 -1.27 -1.17
C: 1.50 -1.47 0.01
C: -1.22 1.17 -0.17
C: -2.05 1.07 0.89
H: 0.69 1.60 -0.88
H: 1.12 -0.36 -1.78
H: -1.60 1.65 -1.07
H: 0.68 0.40 1.93
H: 2.04 1.12 1.06
H: 0.67 2.12 1.54
H: 1.65 -2.41 -0.52
H: 2.49 -1.03 0.19
H: -0.73 -2.25 -1.65
H: -1.21 -0.62 -1.96
H: -1.25 -1.49 -0.19
H: 1.05 -1.70 0.98
H: -3.07 1.43 0.82
H: -1.76 0.57 1.80

The LUMO energy comes out at 0.0407 hartree. As for the energy relative to the best compared isomer or geometry (same formula, charge and spin): 1.646 eV. Its largest force on an atom is 3.5 eV/Å. The gap between HOMO and LUMO comes out at 0.386 hartree. The charge is 0. Its SMILES is C=C[C@@H](C)C(C)C.



# 4
DFT (the ωB97M-V functional and the def2-TZVPD basis) results for an isolated molecule of C2H4N4 in a non-equilibrium geometry.

Cartesian coordinates (Å):
C: 0.44 -0.23 -0.07
C: -0.38 0.84 -0.07
H: 2.15 -1.19 -0.18
H: 2.18 0.29 0.80
H: -0.32 1.95 -0.32
H: -2.48 0.67 -0.03
N: 1.80 -0.17 -0.09
N: -1.58 0.27 0.03
N: -1.55 -1.06 -0.01
N: -0.27 -1.37 -0.06

The LUMO energy comes out at 0.0343 hartree. As for the energy relative to the best compared isomer or geometry (same formula, charge and spin): 1.470 eV. Its largest force on an atom is 3.8 eV/Å. The gap between HOMO and LUMO comes out at 0.356 hartree. The charge is 0. Its SMILES is Nc1c[nH]nn1.



# 5
DFT (the ωB97M-V functional and the def2-TZVPD basis) results for a structure of composition C21H42AsF6O21 in a non-equilibrium geometry.

Cartesian coordinates (Å):
As: -0.26 0.42 -1.55
F: 0.82 0.57 -0.10
F: 1.17 0.46 -2.73
F: -1.26 0.41 -2.99
F: -1.58 0.15 -0.47
F: -0.50 2.16 -1.56
F: -0.07 -1.39 -1.57
C: -2.42 12.08 -4.00
O: -2.49 10.87 -3.26
C: -3.69 10.24 -3.10
O: -4.75 10.78 -3.44
O: -3.52 9.05 -2.42
C: -4.56 8.39 -1.95
H: -1.70 12.12 -4.82
H: -2.06 12.82 -3.28
H: -3.41 12.42 -4.31
H: -5.49 8.29 -2.52
H: -4.88 8.79 -0.99
H: -4.10 7.42 -1.72
C: -4.86 6.64 9.11
O: -4.17 6.30 7.89
C: -3.68 5.00 7.73
O: -3.94 4.08 8.50
O: -2.96 4.90 6.62
C: -2.57 5.96 5.68
H: -4.35 6.35 10.03
H: -5.88 6.27 9.20
H: -4.86 7.71 9.31
H: -2.84 7.00 5.87
H: -2.99 5.69 4.71
H: -1.48 5.96 5.62
C: -1.68 -6.26 4.05
O: -1.67 -7.09 5.19
C: -1.51 -8.39 5.27
O: -1.39 -8.98 6.31
O: -1.51 -8.92 4.05
C: -1.55 -10.32 3.90
H: -2.60 -6.50 3.51
H: -0.83 -6.45 3.39
H: -1.66 -5.20 4.29
H: -2.07 -10.69 4.78
H: -0.59 -10.84 3.93
H: -2.09 -10.50 2.96
C: -3.53 7.04 -8.71
O: -2.24 6.92 -8.10
C: -1.64 5.76 -7.97
O: -2.17 4.67 -8.13
O: -0.42 5.88 -7.39
C: 0.09 7.06 -6.90
H: -3.98 6.09 -9.01
H: -3.53 7.56 -9.67
H: -4.26 7.54 -8.08
H: -0.16 7.98 -7.44
H: 1.18 6.97 -6.81
H: -0.35 7.28 -5.93
C: -2.23 -10.51 -5.33
O: -2.10 -9.06 -5.43
C: -2.82 -8.21 -4.69
O: -2.74 -7.04 -4.80
O: -3.46 -8.75 -3.65
C: -4.19 -7.95 -2.75
H: -1.55 -11.00 -6.03
H: -3.23 -10.78 -5.66
H: -2.06 -10.91 -4.33
H: -4.18 -8.56 -1.85
H: -5.20 -7.76 -3.11
H: -3.78 -6.97 -2.52
C: 9.76 0.67 9.62
O: 8.95 -0.28 8.94
C: 8.68 -0.25 7.64
O: 9.16 0.62 6.89
O: 7.95 -1.26 7.26
C: 7.61 -1.40 5.92
H: 9.40 1.68 9.45
H: 10.83 0.70 9.39
H: 9.66 0.66 10.70
H: 8.41 -1.66 5.24
H: 7.02 -0.60 5.48
H: 6.98 -2.29 5.90
C: 3.86 -6.89 -2.82
O: 4.91 -6.13 -3.41
C: 4.59 -5.18 -4.30
O: 3.61 -5.01 -5.02
O: 5.72 -4.41 -4.53
C: 6.98 -4.59 -3.91
H: 3.49 -7.78 -3.32
H: 3.04 -6.25 -2.49
H: 4.40 -7.26 -1.95
H: 7.67 -4.44 -4.74
H: 7.11 -5.66 -3.76
H: 7.27 -4.03 -3.02

The LUMO energy comes out at 0.0657 hartree. As for the energy relative to the best compared isomer or geometry (same formula, charge and spin): 4.203 eV. Its largest force on an atom is 6.4 eV/Å. The gap between HOMO and LUMO comes out at 0.375 hartree. The charge is -1.



# 6
DFT (the ωB97M-V functional and the def2-TZVPD basis) results for an isolated molecule of C3H9NOS in a non-equilibrium geometry.

Cartesian coordinates (Å):
C: 0.70 -0.48 0.27
C: 1.31 0.81 -0.16
S: 2.65 1.31 1.03
N: -0.32 -0.98 -0.71
C: -1.46 -0.14 -0.83
O: -2.61 -0.31 0.08
H: 1.40 -1.29 0.41
H: 0.20 -0.44 1.25
H: 0.64 1.67 -0.06
H: 1.60 0.93 -1.20
H: 1.96 1.00 2.18
H: -0.62 -1.93 -0.58
H: -1.20 0.89 -0.56
H: -1.90 -0.05 -1.82
H: -2.35 -0.98 0.70

The LUMO energy comes out at 0.0280 hartree. As for the energy relative to the best compared isomer or geometry (same formula, charge and spin): 1.545 eV. Its largest force on an atom is 2.5 eV/Å. The gap between HOMO and LUMO comes out at 0.366 hartree. The charge is 0. Its SMILES is OCNCCS.